1.
C46H91N9O7PS2 | ωB97M-V/def2-TZVPD

Computed properties:
HOMO energy = -10.352 eV
LUMO energy = -0.084 hartree
energy = -107875.60531 eV
net charge = +1
ΔE to the lowest compared entry with this formula, charge and spin = 0.00 kcal per mole

Structure (XYZ):
```
156
Properties=species:S:1:pos:R:3:mulliken_charge:R:1
C 0.6301 1.8482 5.6746 -1.105
C -0.8014 1.3386 5.5509 0.556
O -1.5924 2.1947 4.6888 -0.434
P -1.5703 1.8677 3.1398 -0.371
O -0.4247 1.0225 2.7286 0.485
C -3.1008 1.0162 2.6883 1.523
C -3.5850 0.0541 3.7750 -0.622
C -4.3942 -1.1159 3.2176 -1.542
N -3.6412 -1.9643 2.2596 1.750
C -2.2914 -1.9715 2.4211 -2.386
N -1.8159 -2.3706 3.5783 0.287
C -0.3902 -2.4446 3.8980 -0.339
C 0.1688 -3.8090 3.4732 -0.413
C 1.6870 -3.8297 3.3722 -1.437
S 2.1532 -2.6115 2.1210 0.473
C 3.8411 -2.2663 2.5447 -0.183
S 4.7222 -3.2121 3.5125 -0.196
N 4.3645 -1.1021 1.9360 0.425
C 3.5162 -0.5526 0.8953 -1.267
C 2.6739 0.5372 1.0910 0.636
C 1.9057 1.0275 0.0450 -0.590
C 1.9693 0.4455 -1.2248 -0.753
C 2.8114 -0.6431 -1.4166 -0.517
C 3.5809 -1.1420 -0.3684 0.111
C 4.7640 -0.1142 2.9340 -0.594
C 4.0337 0.1419 4.0944 0.436
C 4.4765 1.0877 5.0151 -0.786
C 5.6574 1.7856 4.7876 -0.512
C 6.3811 1.5328 3.6237 -0.620
C 5.9427 0.5830 2.7024 -0.393
N -1.5113 -1.6004 1.3753 1.493
C -1.6789 -2.5238 0.2208 -0.657
C -3.1493 -2.8978 0.0582 -1.000
C -4.1281 -2.0323 0.8576 0.067
C -4.5243 -0.7017 0.1871 -1.095
C -3.5361 -0.0488 -0.7945 0.660
C -3.6304 -0.5878 -2.2299 -1.153
N -2.3155 -0.6782 -2.8620 -0.333
O -1.6664 3.2595 2.3978 -0.408
C -0.7591 3.5024 1.2987 -0.090
C -1.1901 2.8002 0.0359 -1.141
H 0.9438 1.7610 6.7106 0.467
H 1.3095 1.3061 5.0308 0.014
H 0.6328 2.9009 5.4127 0.328
H -0.8118 0.3139 5.1948 -0.508
H -1.2855 1.3751 6.5192 0.458
H -2.8178 0.5048 1.7787 -1.824
H -3.8747 1.7573 2.5046 0.723
H -4.2485 0.5984 4.4419 0.599
H -2.7832 -0.3067 4.4067 0.141
H -5.3034 -0.7321 2.7749 0.539
H -4.7083 -1.7130 4.0756 0.383
H -2.4775 -2.6539 4.2835 0.509
H -0.3003 -2.3738 4.9778 0.785
H 0.1624 -1.6235 3.4576 -0.524
H -0.1368 -4.5658 4.1917 0.510
H -0.2778 -4.0988 2.5237 0.181
H 2.1982 -3.6822 4.3168 0.704
H 1.9908 -4.8071 3.0108 0.487
H 2.6024 1.0256 2.0479 0.357
H 1.2629 1.8789 0.1745 0.116
H 1.3727 0.8556 -2.0237 0.582
H 2.9057 -1.0979 -2.3915 0.512
H 4.2368 -1.9763 -0.5588 0.503
H 3.1229 -0.4083 4.2869 0.472
H 3.8839 1.2539 5.8989 0.437
H 6.0080 2.5166 5.4972 0.415
H 7.3080 2.0468 3.4221 0.401
H 6.5080 0.3777 1.8086 0.465
H -0.5422 -1.4122 1.6151 -0.352
H -1.2826 -2.0397 -0.6640 0.218
H -1.0558 -3.3989 0.3865 0.551
H -3.4472 -2.9599 -0.9782 0.380
H -3.2648 -3.9043 0.4617 0.418
H -5.0306 -2.6365 0.8893 0.529
H -5.4188 -0.9146 -0.3940 0.457
H -4.8230 0.0566 0.9019 0.460
H -3.8247 0.9981 -0.8498 0.726
H -2.5095 -0.0446 -0.4378 -0.960
H -4.1876 -1.5244 -2.2670 0.438
H -4.2214 0.1168 -2.8120 0.443
H -1.5622 -0.6529 -2.1953 0.037
H -2.2257 -1.4559 -3.4953 0.184
H -0.8206 4.5643 1.0950 0.192
H 0.2738 3.2972 1.5547 0.232
H -1.0014 1.7314 0.0634 0.028
H -0.6141 3.2109 -0.7913 0.515
H -2.2289 3.0269 -0.1819 0.378
C 0.7200 10.2394 0.8897 -1.413
C -0.6145 9.5000 0.8915 0.347
C -0.5164 8.0439 1.3683 -0.750
O 0.0301 7.1413 0.4216 -0.308
C 1.4454 7.1258 0.3554 -0.758
N -1.2211 9.6123 -0.4376 -0.727
H 1.3408 9.9581 0.0395 0.287
H 0.5514 11.3132 0.8208 0.350
H 1.2824 10.0451 1.8052 0.347
H -1.2710 10.0143 1.5992 0.409
H -1.5311 7.6823 1.5568 0.352
H 0.0304 7.9731 2.3178 0.443
H 1.8960 7.2960 1.3370 0.353
H 1.8203 7.8659 -0.3542 0.263
H 1.7469 6.1407 -0.0028 0.248
H -2.1610 9.2271 -0.4146 0.271
H -0.7119 8.9971 -1.0665 0.319
C -0.0871 -2.5935 -7.2582 -1.437
C 0.6036 -1.3124 -6.7993 0.532
C 1.8541 -1.5557 -5.9447 -0.719
O 1.5800 -1.9399 -4.6022 -0.007
C 1.2959 -3.3124 -4.4115 -0.826
N -0.3660 -0.4656 -6.0990 -0.633
H -0.6624 -3.0597 -6.4576 0.255
H -0.7845 -2.3730 -8.0657 0.382
H 0.6365 -3.3221 -7.6291 0.342
H 0.9318 -0.7793 -7.6950 0.340
H 2.3965 -0.6107 -5.8695 0.233
H 2.5345 -2.2745 -6.4189 0.370
H 1.8701 -3.9423 -5.0958 0.351
H 0.2295 -3.5219 -4.5311 0.220
H 1.5741 -3.5667 -3.3871 0.256
H 0.0647 0.4301 -5.8874 0.298
H -0.5257 -0.8846 -5.1870 0.076
C -5.6874 -7.0288 3.1430 -1.723
C -4.7406 -5.8359 3.2110 0.473
C -4.1458 -5.5832 4.6033 -0.020
O -5.0166 -4.9636 5.5232 -0.387
C -5.9193 -5.8343 6.1912 -0.727
N -5.4264 -4.6494 2.6876 -0.643
H -6.6644 -6.7970 3.5654 0.317
H -5.8477 -7.3198 2.1058 0.416
H -5.2793 -7.8900 3.6746 0.378
H -3.8940 -6.0528 2.5500 0.358
H -3.3111 -4.8797 4.4845 -0.417
H -3.7259 -6.5038 5.0283 0.553
H -5.4656 -6.8100 6.3812 0.325
H -6.8422 -5.9622 5.6227 0.265
H -6.1712 -5.3739 7.1449 0.271
H -4.7649 -3.8789 2.6506 0.064
H -6.1076 -4.3566 3.3841 0.340
C 5.1663 -0.3850 -7.7820 -1.191
C 4.4936 0.0526 -9.0792 0.421
C 5.4328 0.7876 -10.0456 -0.790
O 5.7192 2.1243 -9.6883 -0.382
C 6.7451 2.2923 -8.7276 -0.634
N 3.3045 0.8504 -8.7562 -0.564
H 5.3033 0.4446 -7.0885 0.278
H 4.5527 -1.1282 -7.2729 0.044
H 6.1428 -0.8332 -7.9745 0.386
H 4.1582 -0.8526 -9.5942 0.346
H 4.9356 0.8493 -11.0170 0.359
H 6.3634 0.2251 -10.1971 0.419
H 7.5291 1.5382 -8.8415 0.297
H 6.3502 2.2589 -7.7091 0.229
H 7.1832 3.2771 -8.8855 0.259
H 2.7996 1.0491 -9.6155 0.274
H 3.6292 1.7620 -8.4440 0.267
```

***

2.
C31H30FeIN9S | ωB97M-V/def2-TZVPD

Computed properties:
spin multiplicity = 5
HOMO energy (alpha / beta) = -6.175 / -7.203 eV
LUMO energy (alpha / beta) = -0.012 / -0.022 hartree
energy = -99367.21354 eV
net charge = 0
ΔE to the lowest compared entry with this formula, charge and spin = 31.70 kcal per mole

Structure (XYZ):
```
73
Properties=species:S:1:pos:R:3:mulliken_charge:R:1
Fe -0.1991 0.3469 0.5768 -0.642
C 0.6753 4.4359 4.2180 -0.471
C 1.6652 3.7783 3.5028 -0.814
C 1.4111 2.5457 2.9169 -0.178
C 0.1494 1.9697 3.0260 -0.749
C -0.8443 2.6328 3.7491 0.428
C -0.5802 3.8545 4.3445 -0.869
N -0.1465 0.7391 2.3980 1.372
C -0.5961 -0.3084 3.2010 0.954
C -0.3345 -0.4725 4.5582 -0.779
C -0.7803 -1.6191 5.2113 -0.738
C -1.5000 -2.5963 4.5366 -0.609
C -1.7923 -2.4373 3.1830 -0.378
C -1.3378 -1.3010 2.5296 -0.600
N -1.5044 -0.9857 1.1847 1.014
N -2.4839 -1.5751 0.5334 -1.309
C -2.8675 -0.8749 -0.5723 0.326
C -3.6899 -1.5083 -1.5299 -0.673
C -4.0620 -0.8053 -2.6479 -0.341
C -3.6344 0.5201 -2.8033 -0.812
C -2.8560 1.0713 -1.8050 -0.169
N -2.4821 0.4115 -0.7110 0.062
H 0.8791 5.3959 4.6754 0.396
H 2.6479 4.2225 3.4014 0.426
H 2.1762 2.0266 2.3540 0.522
H -1.8250 2.1785 3.8320 0.506
H -1.3595 4.3597 4.9021 0.372
H 0.2246 0.2837 5.0937 0.517
H -0.5578 -1.7467 6.2635 0.398
H -1.8451 -3.4774 5.0622 0.393
H -2.3677 -3.1693 2.6333 0.464
H -3.9914 -2.5324 -1.3595 0.493
H -4.6849 -1.2706 -3.4019 0.412
H -3.9130 1.1082 -3.6665 0.437
H -2.5067 2.0974 -1.8806 0.325
S 2.1438 1.4963 -0.3291 -0.557
C 0.9551 2.7349 -0.3379 0.557
C 1.1578 4.0753 -0.7137 -1.021
C 0.1343 4.9783 -0.5594 -0.223
C -1.0982 4.5615 -0.0423 -1.067
C -1.2445 3.2336 0.2800 -0.477
N -0.2533 2.3508 0.1176 0.340
H 2.1263 4.3717 -1.0897 0.471
H 0.2860 6.0168 -0.8273 0.388
H -1.9150 5.2522 0.1081 0.461
H -2.1677 2.8324 0.6813 0.644
I 5.1122 -3.5924 0.3244 0.079
C 3.3078 -2.8183 0.9361 -1.114
C 2.5081 -3.2651 1.9641 -0.098
N 1.4344 -2.4598 1.9802 -0.004
N 1.4839 -1.5159 1.0321 0.421
C 2.6221 -1.7224 0.3908 -0.196
H 2.6266 -4.0737 2.6651 0.451
H 0.6374 -2.4939 2.6029 0.116
H 2.9119 -1.0863 -0.4307 0.442
N -0.0025 -0.4025 -1.2503 -0.094
C 0.2358 -0.8094 -2.2984 0.641
N 0.5891 -1.2532 -3.4707 0.054
C 1.7836 -0.7061 -4.1278 -0.676
C 2.7114 -1.8461 -4.5211 -0.533
C 1.9605 -2.8926 -5.3429 -0.700
C 0.7475 -3.4198 -4.5781 -0.605
C -0.1771 -2.2772 -4.1809 -0.683
H 2.2537 -0.0062 -3.4372 0.375
H 1.4619 -0.1488 -5.0146 0.328
H 3.1124 -2.3061 -3.6132 0.250
H 3.5565 -1.4432 -5.0818 0.361
H 2.6257 -3.7154 -5.6074 0.334
H 1.6263 -2.4414 -6.2842 0.312
H 1.0786 -3.9367 -3.6728 0.305
H 0.1902 -4.1394 -5.1804 0.352
H -0.9840 -2.6103 -3.5302 0.385
H -0.6254 -1.8198 -5.0701 0.294
```

***

3.
C3H11N2S | ωB97M-V/def2-TZVPD

Computed properties:
HOMO energy = -12.140 eV
LUMO energy = -0.153 hartree
energy = -17097.22320 eV
net charge = +1
ΔE to the lowest compared entry with this formula, charge and spin = 41.28 kcal per mole

Structure (XYZ):
```
17
Properties=species:S:1:pos:R:3:mulliken_charge:R:1
C -0.4177 -0.4946 -1.8190 -0.757
S -0.4883 0.9808 -0.9578 -0.200
C -2.2533 1.3256 -0.3740 -0.740
H -1.3418 -1.0716 -1.6572 0.301
H -0.2928 -0.3147 -2.9158 0.301
H 0.3642 -1.2128 -1.6164 0.300
H -2.5807 2.4657 -0.2460 0.302
H -2.1949 1.1455 0.7197 0.209
H -3.0080 0.8257 -1.0655 0.309
N 0.5584 -0.2355 1.9113 -0.268
C 1.6135 -0.8963 1.3879 0.238
N 2.3013 -0.5093 0.3242 -0.203
H 0.2570 0.6984 1.6430 0.208
H 0.0611 -0.6670 2.7202 0.261
H 2.2656 -1.5616 2.0393 0.310
H 1.9576 0.3293 -0.1935 0.184
H 3.1987 -0.8076 0.0995 0.245
```

***

4.
C5H7N | ωB97M-V/def2-TZVPD

Computed properties:
HOMO energy (alpha / beta) = -7.378 / -7.439 eV
LUMO energy (alpha / beta) = 0.023 / 0.023 hartree
energy = -6783.12647 eV
net charge = 0
ΔE to the lowest compared entry with this formula, charge and spin = 124.21 kcal per mole

Structure (XYZ):
```
13
Properties=species:S:1:pos:R:3:mulliken_charge:R:1
N 0.7980 -1.5465 -0.8109 -0.219
C 1.6303 -0.6982 -0.6072 -0.189
C 1.2597 0.6943 -0.1929 -0.526
C -0.2874 0.7572 -0.0368 -0.158
C -0.9463 -0.0539 1.0616 -0.531
C -1.0718 -0.4307 -0.3733 -0.564
H 1.6155 1.3918 -0.9628 0.366
H 1.7884 0.9536 0.7320 0.281
H -0.6870 1.7431 -0.2760 0.350
H -1.7860 0.3740 1.6156 0.304
H -0.2804 -0.6519 1.6905 0.198
H -0.0185 -2.1339 -0.9142 0.388
H -2.0145 -0.3988 -0.9257 0.300
```